(1)
{"formula": "C29H47FIN2O10", "method": "the ωB97M-V functional and the def2-TZVPD basis", "spin_multiplicity": 1, "orbital_gap_ev": 5.729, "lumo_ev": -5.00, "charge": 1, "symbols": ["C", "C", "O", "O", "C", "C", "C", "C", "O", "N", "O", "N", "C", "F", "C", "C", "C", "C", "I", "C", "C", "O", "O", "H", "H", "H", "H", "H", "H", "H", "H", "H", "H", "H", "H", "H", "H", "H", "C", "C", "C", "O", "C", "H", "H", "H", "H", "H", "H", "H", "H", "C", "C", "C", "O", "C", "H", "H", "H", "H", "H", "H", "H", "H", "C", "C", "C", "O", "C", "H", "H", "H", "H", "H", "H", "H", "H", "C", "C", "C", "O", "C", "H", "H", "H", "H", "H", "H", "H", "H"], "coordinates": [[0.79558, 1.95513, 1.37810], [-0.65332, 2.32162, 1.02599], [-0.85823, 2.81483, -0.05290], [-1.66569, 2.11041, 1.94995], [-2.64804, 1.21637, 1.39462], [-3.05254, 0.09984, 2.42663], [-2.56206, -1.23329, 1.83029], [-3.30303, -1.71579, 0.76496], [-4.38594, -1.05737, 0.31954], [-5.60760, -1.89604, 0.46238], [-6.05397, -2.11541, -0.56600], [-2.90236, -2.85834, 0.18031], [-1.83213, -3.53888, 0.57883], [-1.55064, -4.61088, -0.12064], [-1.06065, -3.12591, 1.63526], [0.16775, -3.92080, 2.04847], [1.37093, -3.38365, 1.20519], [1.63954, -1.87664, 1.38038], [3.20504, -4.40953, 1.66006], [-1.43129, -1.93281, 2.30503], [-0.64806, -1.43005, 3.49716], [-0.45429, -2.19923, 4.41079], [-0.22107, -0.16859, 3.57010], [0.87582, 1.63968, 2.42551], [1.42076, 2.85478, 1.28725], [1.16613, 1.18859, 0.68834], [-2.16695, 0.73759, 0.52416], [-3.52668, 1.73870, 0.99221], [-4.14135, 0.08564, 2.55755], [-2.55104, 0.22957, 3.39047], [-3.42956, -3.19786, -0.62432], [0.01974, -4.96032, 1.71535], [0.35080, -3.92153, 3.12515], [1.10527, -3.52585, 0.14514], [1.81526, -1.62036, 2.43676], [2.50722, -1.55228, 0.78537], [0.79218, -1.24897, 1.04370], [0.36710, -0.05983, 4.33371], [-4.30694, -6.16850, 4.47688], [-4.14404, -6.35101, 2.97419], [-2.88198, -5.54807, 2.70175], [-2.08100, -5.62013, 3.87575], [-2.86213, -6.17061, 4.94928], [-4.90998, -6.94087, 4.95049], [-4.76788, -5.19942, 4.68607], [-3.97360, -7.40462, 2.74274], [-5.00135, -6.01031, 2.39345], [-3.11536, -4.48972, 2.52140], [-2.31473, -5.93274, 1.85089], [-2.50682, -7.18750, 5.13812], [-2.71183, -5.57808, 5.85130], [-2.59198, 6.05034, -1.64328], [-2.36975, 5.96688, -3.14717], [-1.13124, 6.83044, -3.32677], [-0.36807, 6.71155, -2.12412], [-1.16366, 6.07118, -1.12081], [-3.18085, 5.22729, -1.23882], [-3.09702, 6.98667, -1.39256], [-2.15060, 4.93384, -3.43251], [-3.21760, 6.31035, -3.73881], [-1.39627, 7.88496, -3.45698], [-0.52311, 6.51789, -4.17654], [-0.77823, 5.05775, -0.98228], [-1.06757, 6.61198, -0.17765], [2.05644, 3.92927, -5.94015], [1.50622, 4.38701, -4.59718], [2.22600, 3.45932, -3.63186], [3.49326, 3.15353, -4.22280], [3.49706, 3.59289, -5.58703], [1.97527, 4.67762, -6.72743], [1.53128, 3.02876, -6.26999], [1.79937, 5.42262, -4.40855], [0.42114, 4.32122, -4.51963], [1.67750, 2.51879, -3.50119], [2.37969, 3.91075, -2.65063], [4.13912, 4.47708, -5.65577], [3.91528, 2.81052, -6.22158], [6.80181, -0.77351, -0.40308], [6.46646, -0.19993, -1.77365], [5.20375, -0.96677, -2.13425], [4.53480, -1.25998, -0.89781], [5.41990, -0.97899, 0.19292], [7.43390, -0.12584, 0.20279], [7.30799, -1.73546, -0.51603], [6.24419, 0.86635, -1.68577], [7.26120, -0.32198, -2.50781], [5.44112, -1.91679, -2.62402], [4.53746, -0.39816, -2.78406], [5.06301, -0.06888, 0.68977], [5.38772, -1.80149, 0.90997]]}

(2)
{"formula": "C29H48BaBrN3P2S", "method": "the ωB97M-V functional and the def2-TZVPD basis", "spin_multiplicity": 1, "orbital_gap_ev": [5.810, 2.893], "lumo_ev": [-6.39, -9.38], "charge": 2, "e_above_lowest_ev": 0.9098, "symbols": ["N", "C", "C", "C", "C", "C", "C", "Ba", "P", "C", "C", "C", "C", "C", "C", "C", "Br", "H", "H", "H", "H", "H", "H", "H", "H", "H", "H", "P", "C", "C", "H", "H", "H", "H", "H", "C", "C", "H", "H", "H", "H", "H", "C", "C", "H", "H", "H", "H", "H", "C", "C", "H", "H", "H", "H", "H", "C", "C", "H", "H", "H", "H", "H", "C", "C", "H", "H", "H", "H", "H", "S", "C", "N", "C", "C", "C", "N", "H", "H", "H", "H", "H", "H", "H", "H"], "coordinates": [[-0.00475, -6.61069, 8.74033], [-1.20753, -6.08972, 8.49823], [-1.39976, -5.05263, 7.57255], [-0.29882, -4.59487, 6.80783], [0.95941, -5.18821, 7.06565], [1.05735, -6.17298, 8.06649], [-0.46155, -3.59512, 5.74829], [-1.63947, 0.77490, -0.44223], [-0.15656, -0.90459, -6.19112], [0.14849, -3.68290, 4.53872], [-0.04696, -2.74579, 3.44934], [0.60064, -2.92432, 2.20594], [0.43586, -1.99424, 1.15559], [-0.34521, -0.89434, 1.40360], [-1.06044, -0.70201, 2.56701], [-0.89527, -1.63231, 3.61545], [-1.04272, 2.93026, -2.40708], [-1.16489, -2.79385, 5.98690], [0.80337, -4.53068, 4.32822], [-2.40163, -4.64797, 7.42570], [1.85417, -4.88036, 6.52677], [-2.05479, -6.49739, 9.05529], [2.02639, -6.61478, 8.31269], [1.24613, -3.79733, 2.08405], [-1.40654, -1.49384, 4.57239], [0.92570, -2.14156, 0.18855], [-1.72550, 0.15933, 2.71117], [1.60253, 1.03513, -0.00754], [-1.56657, -1.65103, -5.25563], [-2.22438, -2.77952, -6.04919], [-2.28106, -0.84009, -5.05780], [-1.17063, -2.01945, -4.29995], [-3.24442, -2.94242, -5.68950], [-2.27540, -2.54218, -7.11747], [-1.67530, -3.71950, -5.93321], [1.25982, -1.77825, -5.38026], [2.49258, -1.85496, -6.27887], [0.89930, -2.78554, -5.12933], [1.48548, -1.24131, -4.44879], [3.15202, -2.65542, -5.92968], [2.22263, -2.06778, -7.31881], [3.06242, -0.92057, -6.25553], [-0.04065, 0.74322, -5.36619], [-0.62599, 1.83521, -6.26129], [1.02427, 0.93163, -5.16741], [-0.57039, 0.70643, -4.40373], [-0.25587, 2.81251, -5.93623], [-0.34792, 1.68485, -7.31126], [-1.71935, 1.85533, -6.19149], [2.08295, 2.75844, -0.53272], [3.03807, 3.56862, 0.34066], [1.12163, 3.27554, -0.69520], [2.52267, 2.64814, -1.53531], [2.61461, 3.82260, 1.31877], [4.00234, 3.06245, 0.48231], [3.25629, 4.51227, -0.17321], [2.73580, 0.06392, -1.10396], [3.65748, -0.99039, -0.49240], [3.35039, 0.80968, -1.62713], [2.05923, -0.38194, -1.85335], [4.61613, -0.54451, -0.19743], [3.22468, -1.51230, 0.36812], [3.88510, -1.74057, -1.25916], [2.42346, 0.89231, 1.61777], [1.65029, 1.62386, 2.71805], [3.43421, 1.30345, 1.49978], [2.53136, -0.17217, 1.86562], [1.60282, 0.98879, 3.61451], [2.15335, 2.56038, 3.00112], [0.61262, 1.86319, 2.43029], [-2.06866, 2.75330, 1.81163], [-2.68076, 3.94515, 0.73163], [-3.92127, 3.82636, 0.18716], [-4.57825, 4.99801, -0.41270], [-3.56964, 5.74122, -1.26995], [-2.37811, 6.13562, -0.41834], [-1.93621, 5.01228, 0.41100], [-4.50881, 3.16324, 0.69081], [-4.96787, 5.66379, 0.37320], [-5.41703, 4.63006, -1.00515], [-4.03153, 6.63907, -1.69119], [-3.22915, 5.10462, -2.09693], [-2.65496, 6.97729, 0.23286], [-1.52962, 6.44372, -1.03411], [-1.05189, 5.06618, 0.90579]]}